The following is a DFT calculation (ωB97M-V/def2-TZVPD) of a molecular structure, C9H16ClF2NNb in a non-equilibrium geometry.

The geometry in XYZ format:
```
30
Properties=species:S:1:pos:R:3:nbo_charge:R:1
C -0.622 -2.666 -0.922 -0.62
C -0.503 -3.409 0.413 -0.44
C -0.378 -2.522 1.645 -0.52
Cl -1.930 -1.556 1.755 -0.17
Nb 1.572 -1.333 1.973 1.64
N 0.771 0.041 3.151 -1.17
F 2.428 -2.736 1.083 -0.57
H 0.177 -2.947 -1.609 0.20
H -0.548 -1.591 -0.772 0.24
H -1.569 -2.878 -1.415 0.19
H -1.368 -4.073 0.532 0.18
H 0.379 -4.053 0.407 0.21
H -0.403 -3.149 2.542 0.20
H 2.247 -2.047 3.586 -0.48
H 2.928 -0.205 1.496 -0.25
H 0.989 -0.478 0.431 -0.40
H 0.274 0.790 2.675 0.39
H 0.230 -0.251 3.958 0.38
F -0.510 2.468 0.894 -0.32
C -0.444 2.689 -0.434 0.41
C 0.558 2.083 -1.165 -0.27
C 0.604 2.338 -2.528 -0.19
C -0.327 3.172 -3.133 -0.24
C -1.321 3.762 -2.366 -0.21
C -1.388 3.522 -1.000 -0.29
H 1.264 1.426 -0.673 0.28
H 1.377 1.867 -3.122 0.21
H -0.281 3.358 -4.198 0.20
H -2.053 4.413 -2.829 0.20
H -2.154 3.964 -0.377 0.22
```

Output
Spin multiplicity: 1
F_max: 1.341 eV Å⁻¹
HOMO-LUMO gap: 7.3 eV
Total charge: -1
E_tot: -1124.15305 Ha

---

The following is a DFT calculation (ωB97M-V/def2-TZVPD) of a molecular structure, C2H8N2O3S in a non-equilibrium geometry.

The geometry in XYZ format:
```
16
Properties=species:S:1:pos:R:3:nbo_charge:R:1
C 2.630 -0.759 -0.035 -0.69
C 1.346 -0.035 -0.385 0.25
N 1.174 1.205 -0.192 -0.68
N -3.222 -0.134 0.438 -1.09
O -1.304 1.177 -0.273 -1.00
O -0.890 -0.707 1.196 -0.98
O -1.568 -1.135 -1.121 -0.96
S -1.641 -0.271 0.040 2.49
H 3.184 -0.863 -1.011 0.25
H 3.137 -0.159 0.756 0.23
H 2.190 -1.679 0.371 0.25
H 0.416 -0.573 -0.706 0.23
H 1.868 1.821 0.307 0.39
H -0.114 1.484 -0.267 0.49
H -3.367 0.490 1.285 0.41
H -3.837 0.137 -0.405 0.41
```

Output
Spin multiplicity: 1
Relative energy (zero: lowest compared OMol25 entry of this formula, charge and spin): 0.864 eV
F_max: 2.505 eV Å⁻¹
HOMO-LUMO gap: 10.7 eV
Total charge: 0
E_tot: -814.38712 Ha

---

The following is a DFT calculation (ωB97M-V/def2-TZVPD) of C5H8P2 in the gas phase in a non-equilibrium geometry.

The geometry in XYZ format:
```
15
Properties=species:S:1:pos:R:3:nbo_charge:R:1
C 1.640 -0.423 1.400 -0.36
C 1.230 -0.699 0.157 -0.23
C 1.034 0.271 -0.861 -0.21
C 0.195 1.278 -0.927 -0.24
C -0.894 1.526 0.041 -0.61
P -2.158 0.550 0.575 0.42
P -1.749 -1.424 -0.179 0.01
H 1.823 -1.183 2.078 0.18
H 1.930 0.408 1.910 0.19
H 1.217 -1.793 -0.138 0.23
H 1.660 0.155 -1.739 0.21
H 0.403 1.829 -1.852 0.23
H -1.005 2.539 0.356 0.23
H -2.384 -1.178 -1.260 -0.03
H -2.942 -1.855 0.440 0.00
```

Output
Spin multiplicity: 1
Relative energy (zero: lowest compared OMol25 entry of this formula, charge and spin): 1.985 eV
F_max: 4.226 eV Å⁻¹
SMILES: C=C/C=C\C=P#[PH2]
HOMO-LUMO gap: 8.5 eV
Total charge: 0
E_tot: -877.88938 Ha

---

The following is a DFT calculation (ωB97M-V/def2-TZVPD) of a molecular structure, C37H28Cl3CrGeN7OP in a non-equilibrium geometry.

The geometry in XYZ format:
```
79
Properties=species:S:1:pos:R:3:mulliken_charge:R:1
Cr 0.213 -0.325 0.384 0.03
C 1.947 -4.533 1.687 -0.73
C 1.887 -3.264 1.127 -0.23
N 0.725 -2.701 0.813 0.38
C -0.384 -3.395 1.071 -0.02
C -0.313 -4.649 1.668 -0.50
N 0.847 -5.218 1.969 -0.56
C -1.642 -2.773 0.605 0.49
C -2.829 -3.469 0.513 -0.76
C -3.930 -2.879 -0.104 0.37
C -3.761 -1.618 -0.663 -0.52
C -2.552 -0.960 -0.508 0.08
N -1.528 -1.505 0.166 0.43
C -2.228 0.362 -1.087 0.27
C -3.251 1.243 -1.229 -0.80
N -3.345 2.512 -1.607 -0.15
C -2.653 3.488 -1.724 -0.12
C -0.412 1.614 -1.630 -0.37
N -0.810 0.461 -1.362 0.13
C -5.218 -3.595 -0.215 0.24
C -5.263 -4.960 -0.474 -0.51
C -6.503 -5.576 -0.571 -0.46
N -7.653 -4.929 -0.416 -0.55
C -7.606 -3.626 -0.164 -0.41
C -6.420 -2.913 -0.061 -0.55
H 2.896 -5.003 1.912 0.44
H 2.788 -2.698 0.926 0.40
H -1.204 -5.210 1.920 0.46
H -2.905 -4.480 0.885 0.55
H -4.552 -1.181 -1.254 0.93
H -4.214 0.824 -0.953 0.52
H -0.825 3.127 0.202 0.37
H -0.648 5.110 -0.921 0.27
H -4.361 -5.537 -0.633 0.48
H -6.572 -6.635 -0.786 0.38
H -8.558 -3.126 -0.036 0.38
H -6.444 -1.854 0.165 0.49
O -0.501 -0.731 2.998 -0.45
N 0.737 -0.479 2.431 0.67
C 1.709 -0.257 3.219 -0.50
C 3.116 -0.046 2.852 0.20
C 3.983 -0.084 3.946 -1.09
C 5.353 0.058 3.795 -0.92
C 5.878 0.260 2.532 -0.93
C 5.027 0.327 1.437 -0.48
C 3.648 0.168 1.564 0.11
P 2.630 0.354 0.059 2.22
C 3.141 -0.906 -1.149 0.91
C 4.351 -1.600 -1.115 -0.54
C 4.636 -2.543 -2.090 -0.77
C 3.726 -2.798 -3.108 -0.74
C 2.519 -2.116 -3.147 -1.01
C 2.223 -1.180 -2.167 -0.12
C 3.264 1.963 -0.601 0.64
C 2.968 2.298 -1.938 -0.63
C 3.360 3.532 -2.470 -0.80
C 4.074 4.435 -1.673 -0.73
C 4.364 4.112 -0.352 -0.78
C 3.933 2.905 0.191 0.03
H -0.472 -0.541 3.951 0.38
H 1.514 -0.288 4.292 0.36
H 3.575 -0.236 4.938 0.41
H 6.000 0.016 4.660 0.45
H 6.944 0.380 2.393 0.48
H 5.452 0.528 0.462 0.69
H 5.067 -1.435 -0.323 0.42
H 5.574 -3.080 -2.055 0.47
H 3.958 -3.531 -3.869 0.43
H 1.805 -2.314 -3.934 0.49
H 1.273 -0.659 -2.212 0.29
H 2.431 1.603 -2.572 0.31
H 3.089 3.792 -3.485 0.58
H 4.367 5.393 -2.084 0.43
H 4.907 4.811 0.270 0.44
H 4.165 2.689 1.224 0.43
Cl -0.221 2.663 1.319 -0.29
Ge 1.499 4.142 -0.614 0.93
Cl 0.462 4.972 -3.678 -0.51
Cl -0.678 3.567 -1.501 -0.31
```

Output
Spin multiplicity: 6
Relative energy (zero: lowest compared OMol25 entry of this formula, charge and spin): 12.877 eV
F_max: 5.548 eV Å⁻¹
HOMO-LUMO gap (spin up / spin down): 6.2 / 6.0 eV
Total charge: +2
E_tot: -6727.70862 Ha

---

The following is a DFT calculation (ωB97M-V/def2-TZVPD) of a molecular structure, C20H36O30S6 in a non-equilibrium geometry.

The geometry in XYZ format:
```
92
Properties=species:S:1:pos:R:3:mulliken_charge:R:1
C -1.460 -5.514 -1.164 -0.37
C 0.103 -5.555 -0.782 -0.20
O 0.204 -4.764 0.377 -0.28
S -1.151 -4.137 0.911 1.03
O -1.039 -2.683 1.008 -0.19
O -1.630 -4.860 2.066 -0.62
O -1.931 -4.385 -0.456 -0.31
H -2.169 -6.364 -1.040 0.26
H -1.597 -5.278 -2.222 0.28
H 0.776 -5.197 -1.583 0.17
H 0.533 -6.545 -0.543 0.33
C -3.152 2.141 -3.980 -0.56
C -3.488 2.450 -2.523 0.80
O -4.820 2.016 -2.312 -0.18
S -5.424 1.739 -3.742 1.15
O -6.628 2.508 -3.896 -0.63
O -5.515 0.314 -3.953 -0.57
O -4.375 2.446 -4.677 -0.39
H -3.029 1.087 -4.106 0.44
H -2.332 2.654 -4.451 0.38
H -3.511 3.501 -2.329 0.38
H -2.868 1.925 -1.796 -0.69
C 5.644 -3.420 1.181 -0.38
C 5.647 -1.824 0.787 -0.66
O 4.479 -1.770 0.025 -0.02
S 4.356 -3.067 -0.882 0.86
O 5.166 -2.995 -2.042 -0.62
O 2.982 -3.419 -1.066 -0.46
O 4.858 -4.038 0.188 -0.28
H 5.096 -3.457 2.112 0.27
H 6.579 -3.934 1.288 0.32
H 6.512 -1.596 0.190 0.42
H 5.547 -1.240 1.649 0.44
C 4.802 2.448 -0.561 -0.12
C 4.526 1.447 -1.661 0.09
O 5.767 0.982 -2.182 -0.27
S 6.836 1.270 -1.078 1.12
O 7.640 2.358 -1.484 -0.59
O 7.499 0.084 -0.613 -0.62
O 5.908 1.713 0.138 -0.33
H 4.044 2.429 0.176 0.16
H 5.096 3.423 -0.836 0.32
H 4.122 1.912 -2.550 0.34
H 3.923 0.588 -1.493 -0.15
C -1.021 0.599 4.398 0.09
C -0.161 -0.553 3.808 0.20
O 0.884 -0.850 4.793 -0.24
S 0.353 -0.434 6.216 1.07
O 1.305 0.279 7.009 -0.58
O -0.163 -1.638 6.907 -0.61
O -0.840 0.476 5.829 -0.37
H -2.081 0.476 4.198 0.21
H -0.653 1.622 4.192 0.12
H 0.413 -0.196 2.928 -0.07
H -0.740 -1.488 3.544 0.15
C 0.797 -1.278 -1.927 0.42
C 0.961 -0.064 -0.828 0.08
O 1.415 1.119 -1.576 -0.18
S 0.597 0.888 -3.006 0.73
O 1.331 1.544 -4.013 -0.62
O -0.800 1.086 -2.641 -0.17
O 0.826 -0.640 -3.223 -0.39
H -0.120 -1.792 -1.879 0.21
H 1.671 -1.951 -1.780 -0.24
H 1.727 -0.350 -0.102 0.60
H -0.003 0.169 -0.357 -0.38
C -5.836 -0.687 -0.135 -1.47
C -4.460 -1.068 0.408 0.53
C -3.232 -0.495 -0.392 0.53
O -2.862 0.678 0.322 0.39
C -3.503 0.605 1.555 0.16
O -3.332 1.396 2.438 -0.56
O -4.282 -0.448 1.695 -0.36
H -6.217 -1.191 -1.001 0.44
H -5.955 0.333 -0.464 0.26
H -6.567 -0.956 0.635 0.36
H -4.244 -2.143 0.563 0.32
H -3.584 -0.095 -1.365 -0.01
H -2.390 -1.191 -0.533 -0.64
C -2.606 4.098 0.849 -1.10
C -1.077 4.185 0.606 0.46
C -0.200 4.979 1.548 -0.53
O 1.020 4.150 1.516 -0.33
C 0.716 2.940 1.165 0.24
O 1.515 2.000 1.416 -0.58
O -0.492 2.799 0.626 0.17
H -3.012 3.403 0.109 -0.06
H -3.119 5.029 0.640 0.48
H -2.956 3.776 1.834 0.28
H -1.078 4.517 -0.376 0.35
H -0.405 5.008 2.658 0.30
H -0.064 5.964 1.104 0.30
```

Output
Spin multiplicity: 1
Relative energy (zero: lowest compared OMol25 entry of this formula, charge and spin): 0.876 eV
F_max: 6.144 eV Å⁻¹
HOMO-LUMO gap: 10.2 eV
Total charge: 0
E_tot: -5429.81719 Ha